1.
113
Properties=species:S:1:pos:R:3:forces:R:3:mulliken_charge:R:1 method="wB97M-V/def2-TZVPD" total_charge=-2 total_energy_ha=-5170.01686 homo_energy_ev=-0.240
O 0.441 1.871 -1.518 -0.2 -0.1 0.7 -1.0039
C 0.785 0.874 -0.681 0.3 -0.2 -1.2 1.1121
C 0.218 0.632 0.743 -1.3 0.3 -0.4 3.0137
O -1.090 0.278 0.851 0.1 0.4 -0.3 -1.0845
H 1.916 0.844 -0.547 0.2 -0.1 0.0 -0.6855
H 0.570 -0.139 -1.150 0.0 -0.4 0.0 -0.3072
H 0.437 1.531 1.388 -0.2 -0.4 -0.3 -1.2510
H 0.827 -0.217 1.183 0.4 0.7 -1.7 -2.2967
C -0.754 0.311 -5.727 -1.4 -0.5 1.3 -0.4189
C -2.128 0.596 -6.349 -0.1 1.6 -1.4 -0.8282
C -3.205 -0.145 -5.601 -0.2 -0.9 0.4 -0.7895
S -2.702 -0.041 -3.869 1.3 0.5 0.7 1.3824
O -2.745 -1.348 -3.276 -0.2 -0.3 -0.3 -0.7130
O -3.326 1.065 -3.192 -0.8 -0.1 -0.4 -0.6755
C -1.028 0.495 -4.217 0.8 0.2 -0.2 -0.1425
H 0.029 0.996 -6.024 0.1 -0.1 -0.3 0.3973
H -0.518 -0.735 -5.930 0.4 0.0 -0.1 0.2221
H -2.124 0.465 -7.439 -0.2 -0.6 0.2 0.4051
H -2.376 1.667 -6.303 0.3 0.0 0.4 0.3189
H -3.206 -1.211 -5.841 0.0 0.0 0.1 0.3129
H -4.235 0.206 -5.626 0.1 0.3 -0.3 0.4111
H -0.322 0.032 -3.528 -0.2 -0.1 0.1 -0.3641
H -0.989 1.557 -3.977 -0.1 0.0 0.2 0.4403
C -1.963 3.486 4.467 0.8 -0.3 0.6 -1.1096
C -1.409 3.896 3.091 0.0 -1.4 0.4 -0.0388
C -2.506 4.782 2.537 0.0 0.4 1.1 -0.9846
S -4.063 3.944 2.989 1.7 0.1 -1.3 1.0069
O -4.432 3.266 1.774 -0.9 -0.3 0.2 -0.5455
O -4.955 4.867 3.647 -0.3 0.0 0.2 -0.7335
C -3.293 2.815 4.177 -0.6 0.8 -0.9 0.1002
H -1.967 4.362 5.123 -0.6 0.0 0.0 0.4322
H -1.339 2.767 5.001 0.2 -0.1 -0.2 0.3747
H -1.276 2.965 2.519 -0.2 0.2 -0.3 -0.1030
H -0.405 4.306 3.160 -0.1 0.6 0.0 0.4497
H -2.462 4.993 1.477 -0.2 0.0 -0.1 0.4759
H -2.549 5.674 3.170 0.2 0.3 -0.4 0.3924
H -3.090 1.949 3.548 -0.2 -0.4 0.3 -0.3330
H -4.046 2.651 4.940 0.3 -0.2 0.3 0.5881
C -6.515 0.000 -0.031 0.1 -0.1 -1.0 -0.7553
C -5.002 -0.235 -0.251 0.0 -0.6 0.1 -0.6120
C -4.324 -0.071 1.082 1.2 0.2 0.3 1.3914
S -5.452 -0.612 2.324 -0.6 0.8 -0.9 1.1616
O -5.727 0.493 3.224 0.1 -0.4 0.6 -0.6555
O -5.062 -1.918 2.783 -0.3 -0.1 0.6 -0.6478
C -6.904 -0.753 1.239 0.2 -0.8 -0.2 -0.8782
H -7.002 -0.425 -0.915 -0.3 0.0 0.2 0.4262
H -6.754 1.065 -0.036 0.1 0.0 0.4 0.2999
H -4.534 0.373 -1.022 -0.2 0.3 0.1 0.2690
H -4.817 -1.265 -0.573 -0.3 0.0 -0.1 0.3908
H -3.998 0.948 1.283 -0.3 0.1 0.1 -0.1978
H -3.431 -0.681 1.230 -0.3 -0.1 -0.6 -0.6917
H -7.807 -0.508 1.793 0.1 0.6 -0.1 0.4369
H -7.003 -1.816 1.001 0.2 0.0 0.0 0.3120
C 2.929 -1.924 -4.836 -0.7 0.2 0.6 -0.6291
C 4.415 -1.998 -5.204 -0.2 -0.7 0.1 -0.6783
C 5.063 -0.658 -4.944 -1.0 0.7 -0.4 -0.8505
S 4.263 -0.061 -3.423 0.0 -1.4 0.2 1.2023
O 4.107 1.356 -3.382 0.3 0.4 -0.1 -0.6872
O 4.997 -0.760 -2.382 -0.2 0.2 0.2 -0.6659
C 2.668 -0.903 -3.711 0.1 1.0 -0.8 0.6298
H 2.525 -2.874 -4.492 0.2 -0.2 -0.3 0.3650
H 2.346 -1.580 -5.690 0.0 -0.2 -0.1 0.2275
H 4.494 -2.287 -6.253 0.2 0.0 0.0 0.4289
H 4.835 -2.805 -4.601 0.4 0.2 0.0 0.2436
H 4.750 0.063 -5.706 0.1 0.0 -0.1 0.3263
H 6.145 -0.645 -4.881 0.0 0.0 0.4 0.4255
H 1.972 -0.155 -4.098 0.3 0.3 0.2 0.1435
H 2.177 -1.227 -2.800 0.5 -0.3 0.3 -0.5588
C 4.617 1.273 1.279 -0.2 1.2 -0.5 -0.7351
C 3.184 0.916 1.772 1.5 0.2 -1.4 1.6066
C 2.472 2.212 2.116 0.3 0.8 1.0 -0.5812
S 3.728 3.523 2.365 0.3 -1.5 -0.8 1.2538
O 3.640 4.082 3.691 0.0 0.2 0.4 -0.7119
O 3.817 4.410 1.232 -0.2 0.2 0.0 -0.6674
C 5.093 2.351 2.243 -0.4 -0.6 1.0 -0.8561
H 4.558 1.706 0.273 0.0 -0.2 0.0 0.2988
H 5.289 0.417 1.235 0.0 -0.1 0.1 0.3498
H 3.310 0.218 2.598 -0.5 0.0 0.2 0.0681
H 2.734 0.470 0.884 -0.4 -0.3 0.6 -1.9396
H 2.004 2.123 3.097 -0.3 0.2 -0.2 0.2484
H 1.771 2.599 1.379 0.3 -0.2 -0.1 0.7043
H 5.041 1.820 3.206 0.6 0.6 0.2 0.3058
H 6.019 2.896 2.087 0.1 -0.1 -0.1 0.5144
C 0.505 -1.014 3.205 0.4 -0.2 0.4 0.9423
C -0.683 -0.356 3.899 -1.2 -1.4 -0.3 -0.3919
C -1.938 -0.837 3.142 -0.6 0.3 0.2 0.5144
S -1.668 -2.587 2.817 1.1 1.3 0.9 1.2934
O -2.329 -3.079 1.650 -0.5 -0.3 -0.4 -0.6254
O -1.779 -3.331 4.058 0.0 -0.3 0.2 -0.8429
C 0.075 -2.266 2.452 -0.4 0.3 -0.6 -0.4082
H 1.363 -1.264 3.835 -0.2 0.2 0.4 0.6617
H 0.850 -0.329 2.429 0.1 -0.2 1.2 -0.8415
H -0.650 0.721 3.824 0.1 0.4 0.3 -0.3704
H -0.859 -0.735 4.908 0.5 0.4 0.3 0.4793
H -2.002 -0.327 2.162 0.8 -0.2 0.1 -1.0582
H -2.846 -0.619 3.701 -0.1 -0.6 0.3 0.8353
H 0.001 -2.007 1.392 0.2 -0.2 -0.1 -0.1472
H 0.738 -3.111 2.613 -0.3 -0.3 0.0 0.4400
C 3.698 -2.733 0.907 -0.7 0.8 0.4 0.0710
C 4.051 -4.212 0.789 0.3 -0.6 -0.7 -0.8509
C 2.764 -4.946 0.412 -0.3 1.0 0.4 -0.6956
S 1.961 -3.859 -0.812 0.1 0.3 1.3 0.9674
O 0.574 -3.774 -0.462 -0.2 -0.1 -0.3 -0.4783
O 2.356 -4.200 -2.159 0.1 -0.3 -0.2 -0.6675
C 2.878 -2.366 -0.328 0.3 -1.2 -0.8 1.3703
H 4.573 -2.081 0.917 0.1 -0.2 0.1 0.1135
H 3.125 -2.482 1.809 0.0 -0.3 0.0 0.0420
H 4.407 -4.674 1.711 0.4 0.3 0.0 0.4153
H 4.797 -4.289 -0.011 0.1 -0.3 0.2 0.3049
H 2.192 -4.862 1.342 -0.6 -0.2 -0.4 0.2518
H 2.746 -5.980 0.086 0.4 0.0 -0.2 0.4773
H 2.153 -1.553 -0.316 0.1 0.3 0.3 -1.2946
H 3.596 -2.305 -1.149 -0.2 0.6 -0.1 0.0343


2.
110
Properties=species:S:1:pos:R:3:forces:R:3:mulliken_charge:R:1 method="wB97M-V/def2-TZVPD" total_charge=0 total_energy_ha=-2683.71480 homo_energy_ev=-9.356 smiles="COC(=O)OC.COC(=O)OC.COC(=O)OC.COC(=O)OC.COC(=O)OC.CC(C)=O.CC(C)=O.CC(C)=O.CC(C)=O.CC(C)=O"
C -7.815 -0.626 9.911 -1.4 0.5 0.6 -0.6275
O -6.858 -0.635 8.871 0.9 2.3 -1.3 -0.2672
C -6.839 0.544 8.105 -1.0 2.2 0.2 0.6964
O -7.522 1.578 8.272 1.8 -3.7 -0.2 -0.5496
O -5.895 0.421 7.141 0.0 -1.4 0.6 -0.2761
C -5.771 1.258 6.007 -1.4 2.0 -0.9 -0.7089
H -7.780 0.165 10.659 0.6 0.8 -0.6 0.2862
H -7.748 -1.479 10.587 0.2 -0.6 -1.0 0.2596
H -8.783 -0.524 9.420 -0.2 -0.4 0.4 0.2778
H -6.720 1.605 5.599 -0.6 -0.4 0.5 0.3034
H -5.320 0.840 5.107 0.5 -1.0 0.8 0.2984
H -5.304 2.232 6.155 0.6 -0.3 0.8 0.3073
C 1.355 2.041 -8.769 0.7 -1.3 -0.3 -0.6047
O 2.031 1.591 -9.973 0.8 -0.2 -0.3 -0.3184
C 2.707 0.378 -10.026 -3.4 0.2 2.8 0.8091
O 2.549 -0.488 -9.169 1.1 1.1 -1.6 -0.5763
O 3.292 0.338 -11.175 0.8 1.7 -1.3 -0.2878
C 3.921 -0.823 -11.636 -0.6 -1.7 0.5 -0.6368
H 2.058 2.629 -8.178 -0.1 0.1 0.0 0.2488
H 1.061 1.152 -8.210 -0.1 0.2 0.2 0.3261
H 0.476 2.616 -9.058 0.3 0.0 -0.2 0.2108
H 3.206 -1.603 -11.373 0.6 -0.7 0.1 0.3203
H 4.893 -0.964 -11.164 -0.1 -0.1 0.0 0.2688
H 3.991 -0.872 -12.723 0.1 0.8 0.1 0.2402
C 0.613 -7.982 -9.194 0.4 0.0 0.8 -0.6424
O 0.480 -8.206 -10.593 0.5 0.7 0.2 -0.2891
C 0.047 -9.338 -11.100 -1.4 -0.1 -2.0 0.7728
O -0.388 -10.312 -10.550 0.6 0.2 0.0 -0.5283
O 0.032 -9.114 -12.481 0.1 -0.3 0.8 -0.3095
C -0.479 -10.162 -13.320 -0.2 0.5 -0.6 -0.6911
H -0.082 -7.223 -8.836 -0.4 -0.3 -0.4 0.2567
H 1.587 -7.534 -9.000 0.2 -0.2 -0.4 0.2467
H 0.538 -8.883 -8.584 -0.2 -0.1 -0.3 0.3252
H -0.726 -9.848 -14.334 0.1 1.5 0.1 0.2690
H -1.472 -10.458 -12.981 0.6 -1.0 0.5 0.3019
H 0.321 -10.835 -13.627 -0.3 -0.9 1.2 0.2881
C -0.616 -4.610 6.980 -1.6 0.8 0.1 -0.6371
O 0.720 -4.263 6.681 -0.1 -0.8 1.7 -0.2805
C 1.108 -4.245 5.445 -0.7 1.6 -3.8 0.7821
O 0.442 -3.898 4.451 1.2 -1.3 2.3 -0.5829
O 2.407 -4.528 5.420 0.4 -0.2 0.7 -0.3008
C 3.065 -4.683 4.185 0.4 0.1 -1.1 -0.6387
H -0.742 -4.956 8.006 0.8 -0.4 -0.1 0.2559
H -1.052 -5.311 6.267 0.3 -0.1 0.0 0.3090
H -1.249 -3.723 6.997 0.0 0.2 -0.5 0.2737
H 2.957 -3.814 3.535 -0.6 -0.1 0.0 0.2914
H 2.749 -5.605 3.698 -0.3 0.2 -0.1 0.2831
H 4.144 -4.764 4.312 -0.1 -0.1 0.8 0.2442
C 1.056 2.477 8.882 0.0 -1.4 1.2 -0.6792
O 1.970 3.546 8.878 1.2 1.3 0.6 -0.2557
C 2.711 3.767 10.007 0.5 -1.4 0.7 0.7352
O 2.687 3.071 11.026 -0.1 2.0 -2.3 -0.5538
O 3.569 4.807 9.741 -0.9 -0.7 -0.1 -0.2653
C 4.309 5.338 10.834 0.6 -0.5 1.3 -0.7200
H 0.194 2.688 9.515 -0.2 0.3 -0.3 0.2933
H 1.520 1.613 9.358 0.1 -0.1 0.0 0.3108
H 0.779 2.151 7.879 0.1 0.7 0.0 0.2456
H 4.649 4.548 11.504 -0.8 -0.2 0.3 0.3135
H 3.739 6.099 11.366 -0.1 -0.2 0.0 0.2971
H 5.291 5.756 10.611 -0.4 0.3 -1.3 0.2772
C 0.310 -1.414 -1.271 0.2 -1.0 -1.3 -1.0726
C -0.233 -0.027 -1.051 1.3 -0.5 1.3 0.7016
O -0.771 0.607 -1.908 -0.8 0.2 -1.0 -0.5414
C 0.152 0.676 0.252 -1.0 -0.5 -0.9 -0.8385
H 0.362 -1.617 -2.340 0.0 0.4 -0.2 0.3436
H -0.275 -2.279 -0.960 -0.3 0.4 0.8 0.2914
H 1.330 -1.557 -0.914 -0.1 0.2 0.4 0.2984
H -0.619 1.446 0.299 0.5 0.3 0.6 0.2677
H 1.143 1.062 0.014 0.0 0.3 0.5 0.2392
H 0.154 0.019 1.122 0.1 0.1 -0.1 0.3113
C 3.014 7.062 4.548 -0.1 -0.3 -0.2 -1.0355
C 1.648 7.618 4.773 -1.1 1.1 1.0 0.7439
O 0.643 7.177 4.238 1.2 0.6 0.6 -0.5688
C 1.608 8.794 5.826 0.1 -0.6 -1.1 -0.9409
H 3.618 7.610 3.825 -0.4 0.1 -0.5 0.2946
H 2.796 6.049 4.208 0.8 -0.1 0.1 0.3103
H 3.623 7.179 5.444 -0.2 -0.7 0.2 0.3183
H 2.623 9.157 5.987 0.0 0.2 -0.1 0.3084
H 1.246 8.491 6.808 -0.3 -0.3 -0.2 0.2644
H 0.980 9.589 5.425 0.0 0.0 0.2 0.3062
C -1.780 7.104 -1.518 0.8 -0.3 -0.4 -0.9933
C -3.241 7.185 -1.614 -2.1 0.6 -1.4 0.7889
O -3.818 8.006 -2.301 0.3 0.0 0.1 -0.5570
C -4.090 6.216 -0.818 0.4 -0.1 0.4 -0.9814
H -1.566 7.612 -0.578 0.7 -0.8 0.4 0.2507
H -1.173 7.577 -2.289 -0.7 0.6 -0.2 0.3010
H -1.543 6.051 -1.672 0.5 -0.1 1.2 0.3037
H -5.101 6.155 -1.220 0.2 0.1 0.0 0.3039
H -4.135 6.601 0.201 -0.1 0.1 0.2 0.2707
H -3.641 5.227 -0.726 0.0 0.0 -0.2 0.3137
C -5.158 -7.435 -2.208 -0.1 -1.2 -0.2 -1.0111
C -5.546 -6.701 -3.484 0.6 0.0 1.9 0.7414
O -5.235 -7.140 -4.561 -0.5 0.4 -0.1 -0.5238
C -6.207 -5.341 -3.270 0.7 0.8 -1.1 -1.0616
H -4.646 -8.370 -2.440 0.6 0.3 -0.4 0.3120
H -6.009 -7.873 -1.686 -0.5 0.7 0.2 0.3131
H -4.561 -6.832 -1.524 -0.2 0.1 -0.1 0.2943
H -5.925 -4.838 -4.195 -1.1 0.1 -0.5 0.3139
H -5.771 -4.616 -2.582 0.6 -0.8 0.8 0.3332
H -7.261 -5.315 -2.994 -0.1 -0.4 -0.6 0.2884
C 6.375 3.973 -2.450 -0.3 1.6 0.8 -1.0321
C 6.532 2.492 -2.295 -0.3 0.6 2.1 0.7502
O 6.299 2.032 -1.168 0.6 -0.2 -2.6 -0.5611
C 7.071 1.759 -3.496 0.0 -1.1 -0.5 -1.0343
H 6.097 4.460 -1.515 -0.1 -0.6 0.5 0.3325
H 5.584 4.355 -3.095 0.3 -0.5 -0.7 0.3119
H 7.322 4.478 -2.643 0.1 -0.2 -0.8 0.3056
H 6.985 2.226 -4.478 -0.5 0.7 0.3 0.3212
H 6.586 0.790 -3.616 0.1 -0.1 0.3 0.3180
H 8.145 1.582 -3.447 0.1 -0.1 0.6 0.2876